ORCA calculation (ωB97M-V/def2-TZVPD) on C42H29ClF3IN3O3SbSc as an isolated structure at a distorted geometry.

The LUMO energy comes out at 2.262 eV. The total charge is -1. The value obtained for the HOMO energy is -0.18965 hartree. The relative energy (zero: lowest compared OMol25 entry of this formula, charge and spin) is 60.8 kJ/mol.

Each line ends with the Löwdin charge.
CARTESIAN COORDINATES (ANGSTROEM)
Sc1 0.25255 -0.26769 -0.96680  0.8659
O1 0.92871 -1.44008 0.60897  -0.2951
C1 1.56060 -2.57677 0.47449  -0.3406
C2 2.71360 -2.83178 1.24458  -0.0235
C3 3.39739 -4.02341 1.15581  -0.0972
C4 2.95150 -5.03668 0.30574  -0.1158
C5 1.81956 -4.82041 -0.45026  -0.0580
C6 1.11589 -3.61252 -0.40096  -0.1400
C7 -0.09018 -3.45231 -1.18776  -0.0536
N1 -0.62989 -2.30371 -1.31090  -0.0561
N2 -1.85849 -2.17991 -1.92408  0.0930
C8 -2.32558 -0.97816 -1.70067  -0.4644
O2 -1.71786 -0.06692 -1.01324  -0.1444
C9 -3.65264 -0.63573 -2.27898  -0.1590
C10 -4.21668 0.60027 -1.97106  -0.0199
C11 -5.44159 0.96297 -2.50802  -0.0845
C12 -6.10718 0.09703 -3.36493  -0.1030
C13 -5.54436 -1.13326 -3.67958  -0.0919
C14 -4.32315 -1.50161 -3.13936  -0.0361
H1 3.06381 -2.03735 1.89413  0.1018
H2 4.29326 -4.17158 1.74764  0.0982
H3 3.48852 -5.97376 0.23792  0.0893
H4 1.45964 -5.59960 -1.11479  0.1057
H5 -0.55296 -4.33429 -1.63423  0.1283
H6 -3.66858 1.26209 -1.31403  0.1131
H7 -5.87353 1.92550 -2.26371  0.0984
H8 -7.06342 0.38177 -3.78650  0.0943
H9 -6.06045 -1.80524 -4.35451  0.0962
H10 -3.86228 -2.45439 -3.36387  0.1058
Cl1 3.59523 0.34238 -7.37255  0.6503
C15 3.09829 -0.02063 -5.74034  -0.6195
C16 4.05461 -0.32227 -4.80644  -0.1801
C17 3.68189 -0.59563 -3.49100  -0.6223
I1 5.10988 -1.11323 -2.04684  0.8853
C18 2.36012 -0.54869 -3.04686  -0.4212
O3 2.01207 -0.75427 -1.82823  -0.1914
C19 1.37131 -0.24897 -4.04959  -0.1300
N3 0.08705 -0.23629 -3.61685  0.1181
C20 -0.86167 0.02121 -4.48419  -0.0932
C21 -0.60959 0.29022 -5.83928  -0.0407
C22 0.67882 0.28863 -6.29588  -0.0269
C23 1.73088 0.01410 -5.39611  -0.1733
H11 5.09691 -0.34279 -5.09240  0.0900
H12 -1.87669 0.01619 -4.10377  0.1062
H13 -1.44055 0.49303 -6.50117  0.1029
H14 0.90462 0.49383 -7.33327  0.0863
C24 0.57311 2.01813 -1.17309  -0.2754
H15 1.59938 2.36087 -0.97675  -0.0447
H16 -0.08470 2.67139 -0.57947  -0.0500
H17 0.36626 2.29049 -2.22011  -0.0385
F1 -0.79240 6.76195 3.61223  0.0379
C25 -0.36472 5.52116 3.27815  -0.2913
C26 0.46723 5.37276 2.18965  -0.0173
C27 0.89438 4.09246 1.85509  -0.1250
C28 0.49772 2.98137 2.59303  -0.3881
C29 -0.33801 3.17908 3.69082  -0.1295
C30 -0.77786 4.44652 4.04215  -0.0144
Sb1 1.17296 0.97897 1.98745  1.5899
C31 1.93727 0.58661 3.99863  -0.3520
C32 2.10825 -0.70477 4.49374  -0.1257
C33 2.74149 -0.93594 5.70807  -0.0170
C34 3.22156 0.14602 6.41508  -0.2927
F2 3.84294 -0.06786 7.59859  0.0393
C35 3.09451 1.43960 5.95201  -0.0167
C36 2.45437 1.64900 4.73860  -0.1260
C37 -0.83430 0.23376 2.30088  -0.3663
C38 -1.11355 -0.98704 2.90449  -0.1024
C39 -2.42044 -1.42004 3.07442  -0.0067
C40 -3.44525 -0.61732 2.61569  -0.2818
F3 -4.72287 -1.02840 2.78694  0.0430
C41 -3.20980 0.58330 1.98170  -0.0090
C42 -1.89543 1.00038 1.82629  -0.1341
H18 0.76565 6.24212 1.61804  0.1141
H19 1.53387 3.95974 0.98973  0.0881
H20 -0.64957 2.32862 4.28647  0.1081
H21 -1.43489 4.60980 4.88700  0.1137
H22 1.75029 -1.55548 3.92619  0.0807
H23 2.87161 -1.93699 6.09851  0.1154
H24 3.49403 2.26194 6.53137  0.1144
H25 2.34208 2.66125 4.36896  0.0901
H26 -0.30841 -1.62927 3.23603  0.0890
H27 -2.64765 -2.36991 3.54062  0.1150
H28 -4.03975 1.17216 1.61280  0.1176
H29 -1.69875 1.93427 1.31375  0.1018

---

ORCA calculation (ωB97M-V/def2-TZVPD) on C42H30Cl2N7O5Rb as an isolated structure at a distorted geometry.

The LUMO energy comes out at 3.525 eV. The total charge is -2. The value obtained for the HOMO energy is -0.04316 hartree. The relative energy (zero: lowest compared OMol25 entry of this formula, charge and spin) is 53.2 kJ/mol.

Each line ends with the Löwdin charge.
CARTESIAN COORDINATES (ANGSTROEM)
Rb1 -0.29932 0.55135 -0.73337  0.9372
Cl1 -5.75732 2.52505 -5.71367  0.5792
C1 -4.15232 2.38555 -5.05827  -0.7140
C2 -3.91632 1.52445 -4.00717  -0.0617
C3 -2.63502 1.32125 -3.48137  -0.2304
N1 -2.44812 0.40065 -2.49327  0.0232
C4 -3.24092 0.35875 -1.44567  -0.5788
O1 -4.09112 1.20405 -1.08737  -0.0485
C5 -3.05062 -0.83625 -0.54047  -0.2387
C6 -3.88802 -0.92425 0.57693  -0.0086
C7 -3.72432 -1.96155 1.46863  -0.0701
C8 -2.74582 -2.90975 1.20523  -0.0696
C9 -1.99672 -2.75985 0.04873  -0.1443
N2 -2.14092 -1.76545 -0.80637  0.0854
C10 -1.53502 2.01265 -4.09027  -0.2161
C11 -1.82072 2.91335 -5.13097  -0.0519
C12 -3.10272 3.10545 -5.59947  -0.7071
Cl2 -3.39482 4.26525 -6.87197  0.5739
N3 -0.27772 1.76435 -3.63197  0.0774
C13 0.81378 2.11265 -4.29097  -0.5133
O2 0.97148 2.70675 -5.37747  -0.0425
C14 2.07398 1.65335 -3.59967  -0.2047
C15 3.23928 2.41415 -3.74487  -0.0253
C16 4.41758 1.93865 -3.20877  -0.0961
C17 4.39888 0.71395 -2.55537  -0.0901
C18 3.19238 0.03635 -2.46057  -0.1695
N4 2.06408 0.48665 -2.97007  0.1140
H1 -4.73522 0.97625 -3.56887  0.1050
H2 -4.65512 -0.17375 0.70303  0.1085
H3 -4.34882 -2.03505 2.35143  0.0990
H4 -2.57122 -3.73805 1.87953  0.0913
H5 -1.25182 -3.50435 -0.21847  0.0959
H6 -0.99892 3.44615 -5.58607  0.0863
H7 3.19318 3.34925 -4.28347  0.1043
H8 5.34128 2.50045 -3.29957  0.0907
H9 5.29748 0.28795 -2.13117  0.0865
H10 3.12688 -0.92095 -1.96327  0.0767
C19 -0.36752 -3.64545 -3.34807  -0.0440
C20 0.18178 -4.75705 -2.72917  -0.0883
C21 1.04108 -4.58735 -1.65837  -0.0373
C22 1.33408 -3.28235 -1.24407  -0.2337
N5 0.81808 -2.22615 -1.86667  0.1076
C23 -0.01202 -2.38575 -2.86887  -0.1240
C24 2.18788 -2.95975 -0.09067  -0.1949
C25 2.91488 -3.90585 0.65093  -0.0162
C26 3.61938 -3.47085 1.75893  -0.0775
C27 3.59638 -2.12965 2.10753  -0.0102
C28 2.87268 -1.25055 1.28943  -0.2040
N6 2.21708 -1.67185 0.23013  0.1873
C29 2.74858 0.19175 1.57303  -0.2322
C30 2.63758 0.67285 2.87743  -0.0281
C31 2.35068 2.01175 3.07013  -0.0573
C32 2.24048 2.83705 1.96443  -0.0480
C33 2.43798 2.27595 0.70843  -0.1388
N7 2.68738 0.99765 0.51893  0.1251
H11 -1.04242 -3.74425 -4.18437  0.1010
H12 -0.06262 -5.75355 -3.07667  0.0959
H13 1.45838 -5.45045 -1.15867  0.0922
H14 -0.40182 -1.47605 -3.29997  0.1043
H15 2.94408 -4.95125 0.37603  0.0942
H16 4.18798 -4.17635 2.35533  0.0981
H17 4.12548 -1.77345 2.97903  0.1028
H18 2.72438 0.00945 3.72433  0.0938
H19 2.19748 2.40285 4.06813  0.1107
H20 1.99758 3.88335 2.06903  0.1036
H21 2.40238 2.88255 -0.19007  0.1175
C34 0.96858 -1.09805 6.63013  -0.1274
O3 -0.01662 -0.10795 6.65773  -0.1100
C35 -0.47252 0.36975 5.42743  -0.2908
C36 -1.31512 1.48685 5.50253  -0.0673
C37 -1.77032 2.05405 4.33033  -0.0660
C38 -1.39002 1.58055 3.08153  -0.1159
C39 -1.77032 2.28625 1.85533  -0.4091
C40 -3.21832 2.71245 1.72123  0.0031
O4 -0.97852 2.50945 0.95193  -0.0754
C41 -0.56302 0.39845 2.97103  -0.4148
O5 -0.25072 -0.12855 1.88193  -0.1591
C42 -0.13402 -0.17205 4.21883  0.0159
H22 1.24568 -1.27135 7.67223  0.0820
H23 1.85688 -0.77805 6.06903  0.0823
H24 0.60358 -2.03565 6.19163  0.0890
H25 -1.56532 1.89515 6.47033  0.0900
H26 -2.39112 2.94235 4.38733  0.1063
H27 -3.78262 2.55705 2.63693  0.0660
H28 -3.64512 2.10185 0.92013  0.0622
H29 -3.29742 3.75075 1.40033  0.0859
H30 0.49778 -1.04615 4.13293  0.1004